{"formula": "C51H53CsN5O9PS2", "method": "the ωB97M-V functional and the def2-TZVPD basis", "e_tot_ha": -4084.05061, "total_charge": -2, "gap_ev": 4.708, "species": ["Cs", "S", "S", "P", "O", "O", "O", "O", "O", "O", "O", "O", "O", "N", "N", "N", "N", "N", "C", "C", "C", "C", "C", "C", "C", "C", "C", "C", "C", "C", "C", "C", "C", "C", "C", "C", "C", "C", "C", "C", "C", "C", "C", "C", "C", "C", "C", "C", "C", "C", "C", "C", "C", "C", "C", "C", "C", "C", "C", "C", "C", "C", "C", "C", "C", "C", "C", "C", "C", "H", "H", "H", "H", "H", "H", "H", "H", "H", "H", "H", "H", "H", "H", "H", "H", "H", "H", "H", "H", "H", "H", "H", "H", "H", "H", "H", "H", "H", "H", "H", "H", "H", "H", "H", "H", "H", "H", "H", "H", "H", "H", "H", "H", "H", "H", "H", "H", "H", "H", "H", "H", "H"], "positions_angstrom": [[-1.5590, -3.0080, 0.2799], [-1.7412, 0.4928, -5.2884], [-4.0709, -0.5883, -3.7438], [-2.6690, -0.1904, 2.3745], [3.0578, 4.3294, -3.4609], [-1.9718, -4.8898, -1.3097], [-1.7633, -5.0954, 1.5967], [1.1688, 3.2362, -0.0022], [-0.2886, -6.6083, 0.7993], [-1.1339, -2.8821, 5.5129], [-2.8501, -0.8623, -0.6919], [-2.8924, -6.9014, -0.7938], [5.0074, -1.5478, -1.6343], [-1.0777, -1.8784, 3.5016], [2.4438, 2.0148, -2.4353], [-1.5213, -1.4394, -3.6550], [0.7131, 0.8084, -1.3158], [2.8097, -0.1193, -1.6550], [2.9872, 2.0048, -3.7054], [-1.0894, 3.9699, -0.5189], [1.9533, -1.6768, 3.3419], [-0.1008, -3.5969, 4.7721], [-1.5744, -1.9215, 4.6590], [-0.1751, -1.3492, -4.2060], [3.8626, 3.3435, -5.5382], [3.7554, 0.9588, -5.7488], [-4.4640, 3.2392, 0.7938], [-0.1323, 0.6381, 1.6170], [-4.3209, 0.6132, 4.5888], [3.3251, 3.2530, -4.2698], [3.8024, -3.6273, -1.2010], [6.1438, -2.2969, -1.9807], [3.8268, -2.2603, -1.4115], [-0.9729, 1.7868, 3.5485], [-1.3177, -5.9207, 0.7258], [-3.8313, 1.0791, 1.6815], [2.6277, -1.5237, -1.4023], [-6.0398, 1.4331, 0.7429], [-2.1455, -5.9354, -0.5976], [-3.5247, 2.4045, 1.3921], [0.2062, 2.5154, 3.6285], [1.9149, 0.8797, -1.7590], [-2.6583, -1.0301, 5.0890], [-2.3141, 3.7145, -1.1285], [-0.0542, 3.0503, -0.6055], [-0.0567, 0.0638, -4.7582], [-2.5021, 2.5251, -1.8108], [-5.7252, 2.7622, 0.4771], [1.8830, -4.0353, 2.4467], [-0.2060, -3.0371, 3.3398], [3.2066, 0.8636, -4.4738], [-0.2126, 1.8400, -1.3090], [-1.4658, 1.6085, -1.8798], [1.1093, -2.7311, 2.6320], [-3.2648, -0.1797, 4.1403], [1.0457, 1.3682, 1.6922], [1.3092, 4.3290, 0.8727], [-4.7596, 0.5675, 5.9054], [-4.1509, -0.2755, 6.8221], [1.4105, -3.4718, -0.9958], [-3.1006, -1.0768, 6.4067], [1.3721, -2.0733, -1.1964], [-5.0967, 0.6041, 1.3245], [-1.1531, 0.8380, 2.5442], [3.2691, 5.6110, -4.0015], [2.5639, -4.2375, -0.9884], [-2.4561, -0.6284, -4.1262], [1.2185, 2.3048, 2.7002], [4.0854, 2.1869, -6.2864], [-2.6116, -1.7551, 7.0931], [1.1972, 5.2839, 0.3480], [2.9476, -0.1051, -4.0690], [-1.6096, 0.6618, -2.3872], [6.5320, -2.8631, -1.1274], [5.9261, -2.9976, -2.7929], [-0.2254, -0.1025, 0.8301], [-1.7059, -2.1996, -3.0135], [2.1456, 2.8629, 2.7703], [-3.4518, 2.2876, -2.2728], [2.7792, -1.3656, 2.6982], [2.9644, 6.3205, -3.2357], [-2.0217, -0.3877, -0.8419], [-5.3319, -0.4423, 1.4925], [1.8217, 1.1886, 0.9592], [-6.4535, 3.4117, 0.0064], [-0.3286, -4.6593, 4.8193], [2.5067, -5.3051, -0.8041], [4.1108, 4.3079, -5.9591], [4.5113, 2.2625, -7.2783], [0.8565, -2.3474, 1.6339], [-2.5383, 2.7934, 1.6136], [-4.4925, -0.3113, 7.8493], [0.5400, -1.5427, -3.3997], [-5.5842, 1.2004, 6.2123], [2.1604, 2.9085, -2.0691], [-0.0561, -2.0993, -4.9948], [0.4758, -4.0068, -0.8429], [-0.7398, -3.7744, 2.7274], [0.3344, 3.2461, 4.4192], [2.2046, -4.4297, 3.4186], [1.3675, -0.7893, 3.5903], [-1.7575, 1.9550, 4.2775], [3.9168, 0.0522, -6.3185], [-7.0115, 1.0387, 0.4709], [2.7727, -3.8659, 1.8379], [-4.8131, 1.2851, 3.8991], [2.6658, 5.7682, -4.9007], [0.6322, 0.1323, -5.5961], [3.7476, 0.1279, -1.9274], [6.9016, -1.5850, -2.3070], [-4.1965, 4.2644, 0.5653], [-3.1129, 4.4415, -1.0503], [0.2454, 0.7641, -3.9795], [2.3867, -2.0727, 4.2666], [4.3236, 5.7748, -4.2451], [0.8570, -3.3973, 5.2576], [-0.9554, 4.8886, 0.0354], [1.2745, -4.7993, 1.9540], [0.5814, 4.2773, 1.6882], [2.3147, 4.2613, 1.2825], [4.7134, -4.2108, -1.1880], [-3.3924, -0.6942, -1.4800]]}